ORCA calculation (ωB97M-V/def2-TZVPD) on a structure of composition C45H73N5O4SiW in a non-equilibrium geometry.

Last column: Mulliken charge in e.
Cartesian coordinates (Å):
W -0.0785 0.1909 0.0644  2.17
C -1.0557 2.7623 1.9956  -1.17
N 0.1722 1.9749 1.7007  0.71
C 1.1808 2.9439 1.2299  -0.93
C 0.5518 1.3963 3.0048  -1.62
C 1.5635 0.2953 2.8205  -1.17
N 1.1124 -0.7132 1.8262  0.67
C 2.3646 -1.3799 1.4025  -0.75
C 2.2515 -2.5172 0.4413  1.17
C 3.3140 -3.4026 0.4573  -0.97
C 3.4079 -4.4452 -0.4504  0.31
C 2.3288 -4.6047 -1.2998  -0.81
C 1.1943 -3.7864 -1.3218  0.37
C 1.1924 -2.6446 -0.4793  -0.41
O 0.2105 -1.7244 -0.4897  0.02
C 0.0890 -4.3098 -2.2582  2.25
C -1.2295 -3.5431 -2.2387  -1.93
C -0.2583 -5.7542 -1.8446  -1.81
C 0.5932 -4.3027 -3.7099  -1.65
C 4.6386 -5.3436 -0.4702  2.03
C 4.8272 -5.9905 0.9084  -1.74
C 5.8694 -4.4899 -0.8056  -1.62
C 4.5271 -6.4570 -1.5117  -2.07
C 0.2644 -1.7543 2.4866  -1.04
C -1.0009 -1.2731 3.1260  -0.63
C -1.1912 -1.4371 4.4918  -0.49
C -2.3999 -1.1291 5.0870  -0.35
C -3.4353 -0.7169 4.2448  -0.44
C -3.3092 -0.5446 2.8741  -0.62
C -2.0242 -0.7569 2.3076  0.61
O -1.7765 -0.5283 1.0246  -0.28
C -4.5212 -0.2064 2.0056  2.56
C -5.8292 -0.2158 2.8050  -2.47
C -4.3740 1.1868 1.3821  -1.65
C -4.6588 -1.2648 0.9027  -1.40
C -2.6556 -1.2704 6.5842  2.03
C -1.4121 -1.7433 7.3388  -2.17
C -3.7744 -2.2928 6.8253  -1.64
C -3.0776 0.0881 7.1557  -1.58
H -0.8514 3.4092 2.8557  0.55
H -1.8679 2.0812 2.2422  0.01
H -1.3366 3.3686 1.1401  0.30
H 1.2304 3.7925 1.9209  0.39
H 0.8970 3.2776 0.2314  0.08
H 2.1514 2.4681 1.1602  0.01
H -0.3507 1.0171 3.4788  0.44
H 0.9643 2.1797 3.6566  0.66
H 1.7758 -0.2065 3.7729  0.50
H 2.5028 0.7125 2.4555  0.66
H 2.8714 -1.7449 2.3091  1.27
H 3.0008 -0.6049 0.9823  -2.08
H 4.1001 -3.2406 1.1849  0.57
H 2.3451 -5.4348 -1.9870  0.40
H -1.5987 -3.3971 -1.2245  0.08
H -1.9751 -4.1128 -2.7959  0.74
H -1.1260 -2.5865 -2.7399  0.26
H -0.6346 -5.7779 -0.8212  0.42
H 0.5898 -6.4321 -1.9036  0.28
H -1.0383 -6.1431 -2.5014  0.48
H 0.8608 -3.2915 -4.0196  0.18
H -0.1904 -4.6656 -4.3773  0.49
H 1.4676 -4.9367 -3.8466  0.30
H 4.9805 -5.2431 1.6859  0.31
H 5.7004 -6.6453 0.9016  0.46
H 3.9553 -6.5857 1.1816  0.37
H 6.0139 -3.6970 -0.0721  0.32
H 5.7620 -4.0221 -1.7847  0.34
H 6.7696 -5.1070 -0.8154  0.46
H 3.6747 -7.1088 -1.3161  0.40
H 5.4273 -7.0719 -1.4863  0.43
H 4.4292 -6.0565 -2.5214  0.36
H 0.8941 -2.2533 3.2354  0.67
H 0.0188 -2.4836 1.7125  0.06
H -0.3695 -1.8291 5.0764  0.53
H -4.4008 -0.5320 4.6913  0.46
H -5.8523 0.5693 3.5618  0.44
H -6.0021 -1.1746 3.2947  0.43
H -6.6615 -0.0361 2.1235  0.45
H -4.3391 1.9525 2.1593  0.28
H -5.2250 1.4086 0.7359  0.54
H -3.4622 1.2588 0.7948  0.24
H -4.8334 -2.2496 1.3380  0.34
H -3.7605 -1.3184 0.2921  -0.03
H -5.5090 -1.0243 0.2620  0.47
H -1.0854 -2.7274 7.0015  0.39
H -1.6340 -1.8164 8.4040  0.43
H -0.5812 -1.0468 7.2201  0.40
H -3.5001 -3.2674 6.4208  0.35
H -4.7064 -1.9849 6.3534  0.30
H -3.9622 -2.4048 7.8944  0.47
H -2.2967 0.8334 7.0009  0.34
H -3.2655 0.0066 8.2275  0.44
H -3.9879 0.4548 6.6836  0.31
C -0.2321 3.6401 -3.8897  -1.73
C 0.2053 2.2355 -3.5810  0.61
C 0.0722 1.2268 -4.5254  -1.33
C 0.6057 -0.0253 -4.2137  -0.15
C 1.1756 -0.2437 -2.9794  -0.60
C 1.1580 0.8103 -2.0198  -0.65
N 0.7573 2.0445 -2.3799  0.31
N 1.7688 0.6683 -0.7753  1.50
Si 3.5001 0.9264 -0.9742  0.69
C 4.2846 -0.5734 -1.8299  -0.93
C 4.5115 1.2311 0.6094  -1.56
C 3.7782 2.4590 -2.0400  -1.35
H 0.5116 4.1386 -4.5149  0.40
H -0.3438 4.1992 -2.9653  0.27
H -1.1800 3.6496 -4.4256  0.41
H -0.3776 1.4294 -5.4864  0.47
H 0.5967 -0.8206 -4.9521  0.45
H 1.6080 -1.1993 -2.7143  0.15
H 3.6998 -1.4829 -1.7139  -0.03
H 5.2791 -0.7717 -1.4285  0.42
H 4.3954 -0.3851 -2.8975  0.37
H 4.6718 0.3666 1.2517  0.35
H 4.1651 2.0577 1.2257  0.41
H 5.4988 1.5211 0.2447  0.56
H 3.4864 2.2845 -3.0742  0.31
H 4.8357 2.7299 -2.0335  0.44
H 3.1975 3.3062 -1.6805  0.32
N -1.4822 -0.3680 -1.5292  0.46
C -2.4504 0.6239 -1.9901  -0.61
C -2.0956 1.9478 -1.3061  0.35
O -2.6443 2.9949 -1.5420  -0.72
O -1.1515 1.8040 -0.4067  -0.44
H -0.9084 -0.6910 -2.3021  -0.55
H -1.9213 -1.1747 -1.0991  0.15
H -3.4718 0.3456 -1.7279  0.48
H -2.3963 0.7551 -3.0712  0.47

## Properties
2S+1: 1
net charge: 0
highest occupied orbital energy (alpha / beta): -0.232 / -0.230 Ha
strongest force on any atom: 1.96 eV/A

=====

ORCA calculation (ωB97M-V/def2-TZVPD) on a cluster of 5 separate species, C45H75BrClIO9 in total in a non-equilibrium geometry.

Last column: Mulliken charge in e.
Cartesian coordinates (Å):
C 4.6280 9.0735 1.8240  0.04
C 4.7966 8.0045 2.3616  -0.72
C 4.9103 6.6120 2.9457  -0.29
C 3.6891 5.7891 2.3996  -0.59
C 3.9874 4.2589 2.2346  -1.17
C 2.6299 3.5087 2.2686  0.42
C 1.6411 3.7761 1.4103  0.44
O 1.7123 4.6949 0.3917  -0.62
C 0.2930 3.0250 1.5330  -0.46
O -0.7312 3.6113 1.3134  -0.54
C 0.4112 1.5655 1.9858  0.45
C -0.4735 0.5995 1.4954  0.90
Cl -1.7787 1.0385 0.3857  -0.08
C -0.3040 -0.7539 1.9081  0.43
C -1.2372 -1.8323 1.3364  -1.27
C -0.5249 -2.5185 0.0960  -0.54
C -0.5907 -1.6928 -1.2160  -0.84
C 0.5733 -0.6557 -1.3675  -0.17
C 1.4448 -0.8874 -2.6491  -0.98
C 2.4517 0.3211 -2.7441  -0.39
C 3.9196 -0.1177 -3.0611  -0.33
C 4.9939 0.7277 -2.3236  -0.38
C 6.4829 0.4428 -2.7423  -0.72
C 6.7088 -0.8404 -3.5930  -0.70
C 6.7427 -2.1245 -2.7026  -0.54
O 8.0110 -2.0925 -2.0322  -0.33
C 7.9322 -2.6448 -0.7354  -0.65
C 0.7436 -1.0491 2.8218  -0.79
I 0.9332 -3.1139 3.3723  0.09
C 1.6296 -0.0519 3.3222  1.10
C 2.7469 -0.4436 4.2856  -1.79
C 2.4554 -0.0183 5.7548  0.69
O 1.3714 0.2694 6.1227  -0.44
Br 4.0019 -0.0020 6.9662  -0.19
C 1.4724 1.2709 2.8857  0.83
C 2.4011 2.4215 3.3242  -0.56
O 2.9217 2.4360 4.4102  -0.56
H 4.2147 9.8261 1.1633  0.39
H 5.8765 6.1377 2.7114  0.35
H 4.7418 6.7361 4.0342  0.25
H 2.7574 5.9750 2.9671  0.43
H 3.4868 6.1833 1.3831  0.34
H 4.5715 4.0322 1.3254  0.47
H 4.5597 3.9392 3.1266  0.39
H 2.4028 4.4015 -0.2227  0.38
H -2.1828 -1.4096 0.9531  -0.25
H -1.5056 -2.5966 2.0850  0.49
H 0.5106 -2.7672 0.4067  0.35
H -1.0735 -3.4654 -0.0770  0.44
H -0.5013 -2.4106 -2.0612  0.46
H -1.5547 -1.1667 -1.3552  0.28
H 0.2018 0.3858 -1.4612  0.32
H 1.2366 -0.6497 -0.4736  0.25
H 0.7921 -0.8461 -3.5436  0.33
H 1.9457 -1.8733 -2.6472  0.35
H 2.0950 1.0258 -3.5225  0.44
H 2.4146 0.8634 -1.7776  0.05
H 4.0766 0.0259 -4.1491  0.18
H 4.0229 -1.1930 -2.8163  0.08
H 4.7924 1.7935 -2.5793  0.23
H 4.8688 0.6327 -1.2234  0.28
H 6.9522 1.2924 -3.2750  0.36
H 7.0633 0.3175 -1.8041  0.24
H 6.0439 -0.9435 -4.4672  0.38
H 7.7410 -0.7660 -4.0024  0.44
H 6.7846 -3.0052 -3.3827  0.28
H 5.8850 -2.1872 -2.0071  0.35
H 7.1301 -2.1820 -0.1184  0.27
H 8.8806 -2.4592 -0.1887  0.25
H 7.8003 -3.7521 -0.7363  0.28
H 3.6778 0.0355 3.9182  0.41
H 2.9581 -1.5284 4.3217  0.70
C -5.2037 0.0157 0.8211  -0.73
C -5.4571 1.0476 -0.2645  -0.26
O -6.3735 0.6168 -1.2554  -0.49
C -7.6798 0.3042 -0.8070  0.03
C -8.4014 1.4761 -0.1637  -1.21
H -4.8957 -0.9356 0.3805  0.02
H -4.4222 0.3613 1.4992  0.36
H -6.1004 -0.1762 1.4141  0.38
H -4.5201 1.2515 -0.7856  0.25
H -5.7845 1.9981 0.1698  0.26
H -7.6518 -0.5583 -0.1309  0.01
H -8.2383 -0.0125 -1.6898  0.41
H -7.9195 1.7882 0.7649  0.28
H -9.4311 1.2037 0.0724  0.43
H -8.4091 2.3365 -0.8351  0.29
C 9.2219 7.0643 0.9269  -1.16
C 8.4560 7.9717 1.8759  -0.06
O 8.5037 7.5487 3.2283  -0.33
C 9.7883 7.4867 3.8226  -0.39
C 10.5085 8.8236 3.8595  -1.04
H 8.8875 6.0298 1.0327  0.29
H 9.0708 7.3816 -0.1064  0.40
H 10.2950 7.0804 1.1280  0.28
H 7.4031 7.9696 1.5935  0.09
H 8.7995 9.0078 1.7886  0.31
H 10.4006 6.7260 3.3253  0.32
H 9.6327 7.1392 4.8452  0.32
H 10.7486 9.1823 2.8567  0.27
H 11.4446 8.7344 4.4126  0.39
H 9.8861 9.5809 4.3393  0.29
C -9.6742 -4.9888 -0.2423  -0.93
C -8.5764 -4.5865 0.7266  -0.20
O -7.3477 -5.2513 0.4971  -0.45
C -6.7477 -5.0396 -0.7710  0.08
C -6.4079 -3.5855 -1.0482  -1.02
H -9.8016 -6.0732 -0.2468  0.23
H -10.6206 -4.5219 0.0381  0.48
H -9.4405 -4.6852 -1.2648  0.19
H -8.8817 -4.8526 1.7397  0.34
H -8.4299 -3.5003 0.7207  0.12
H -7.3806 -5.4523 -1.5644  -0.11
H -5.8272 -5.6263 -0.7729  0.36
H -7.3050 -2.9675 -1.1234  0.10
H -5.8635 -3.4953 -1.9893  0.54
H -5.7930 -3.1750 -0.2445  0.26
C -11.1694 -7.5692 -3.4720  -1.05
C -9.9132 -6.9309 -4.0400  -0.37
O -8.7476 -7.1946 -3.2793  -0.38
C -8.3718 -8.5546 -3.1480  -0.32
C -8.0702 -9.2347 -4.4724  -1.12
H -11.3041 -7.2844 -2.4264  0.24
H -12.0460 -7.2541 -4.0406  0.40
H -11.1214 -8.6594 -3.5085  0.28
H -10.0371 -5.8468 -4.0400  0.34
H -9.7618 -7.2274 -5.0834  0.35
H -9.1350 -9.1070 -2.5890  0.32
H -7.4707 -8.5618 -2.5324  0.33
H -8.9605 -9.3136 -5.0995  0.26
H -7.6939 -10.2444 -4.3025  0.39
H -7.3229 -8.6694 -5.0322  0.31

## Properties
2S+1: 1
net charge: 0
highest occupied orbital energy: -0.347 Ha
strongest force on any atom: 1.94 eV/A

=====

ORCA calculation (ωB97M-V/def2-TZVPD) on a structure of composition C45H76AsNO3P2SSiSn.

Last column: Mulliken charge in e.
Cartesian coordinates (Å):
Sn -0.2974 -0.0346 -0.3723  0.13
C 1.6109 2.0566 3.3145  -1.20
C 0.7420 0.8778 3.7756  0.37
C 1.4277 0.1205 4.9086  -1.39
P 0.3291 -0.1323 2.2939  0.87
C -1.1291 -1.1820 2.7298  3.16
C -1.0603 -2.2464 3.8250  -1.30
C -2.3092 -0.2198 2.9788  -1.01
C 1.7726 -1.1748 1.9234  0.60
C 2.1608 -2.2920 2.6715  -0.73
C 3.2244 -3.0856 2.2823  -1.23
C 3.9017 -2.7723 1.1028  -0.84
C 3.5523 -1.6642 0.3535  -0.34
C 2.5094 -0.8054 0.7639  -0.14
N 2.0717 0.3084 0.0788  0.75
C 2.8733 1.1992 -0.5749  0.01
C 4.2908 1.2403 -0.4668  -0.89
C 5.0389 2.2169 -1.0887  -0.85
C 4.4349 3.2292 -1.8355  -1.09
C 3.0551 3.2456 -1.9097  -0.28
C 2.2633 2.2557 -1.3129  0.00
P 0.4583 2.4730 -1.2367  0.49
C 0.2751 4.1498 -0.4321  0.27
C -0.8099 4.0651 0.6581  -1.22
C 0.0287 5.3600 -1.3334  -1.54
C -0.2043 2.4254 -2.9719  0.92
C 0.5412 3.1792 -4.0705  -1.69
C -1.7096 2.7461 -2.9850  -1.00
H 1.8456 2.7087 4.1603  0.54
H 1.1148 2.6544 2.5470  0.05
H 2.5568 1.6948 2.8944  0.22
H -0.2234 1.2581 4.1198  0.50
H 2.3759 -0.3082 4.5751  0.27
H 0.8123 -0.6808 5.3191  0.23
H 1.6477 0.8228 5.7183  0.49
H -1.3164 -1.7051 1.7897  -1.61
H -0.8487 -1.8154 4.8055  0.30
H -0.3219 -3.0194 3.6100  0.18
H -2.0368 -2.7403 3.8927  0.21
H -2.3929 0.0202 4.0448  0.43
H -3.2421 -0.6774 2.6522  -0.63
H -2.2177 0.7181 2.4241  0.07
H 1.6254 -2.5473 3.5760  0.61
H 3.5097 -3.9479 2.8723  0.43
H 4.7151 -3.4061 0.7660  0.39
H 4.0688 -1.4543 -0.5734  0.71
H 4.7924 0.5119 0.1546  0.47
H 6.1167 2.2076 -0.9704  0.39
H 5.0258 3.9957 -2.3207  0.44
H 2.5727 4.0679 -2.4269  0.26
H 1.2462 4.2726 0.0430  0.80
H -1.8014 3.9393 0.2062  0.27
H -0.8246 4.9804 1.2596  0.60
H -0.6474 3.2167 1.3252  0.00
H -0.9555 5.3269 -1.7988  0.25
H 0.7810 5.4637 -2.1168  0.30
H 0.0662 6.2661 -0.7209  0.46
H -0.1017 1.3579 -3.1845  0.31
H 0.4625 4.2613 -3.9467  0.27
H 0.0870 2.9274 -5.0341  0.46
H 1.5946 2.9055 -4.1203  0.40
H -1.8928 3.8061 -2.7995  0.08
H -2.2642 2.1605 -2.2471  -0.03
H -2.1244 2.5138 -3.9714  0.50
C -5.2578 -2.3113 3.1378  -1.39
C -5.8345 -2.3644 1.7312  1.80
C -7.2059 -1.6912 1.7085  -1.36
C -5.9457 -3.7974 1.2480  -1.48
O -4.8982 -1.7261 0.8365  1.75
Si -4.8268 -0.2128 0.2033  -3.25
S -2.8989 0.0835 -0.5712  0.20
O -5.9236 0.0249 -0.9924  0.93
C -6.1562 -0.5211 -2.3041  1.94
C -7.5680 -1.0901 -2.3297  -1.83
C -6.0335 0.6453 -3.2711  -1.55
C -5.1490 -1.6145 -2.6565  -1.31
O -5.2228 0.8235 1.4170  0.25
C -5.6096 2.2086 1.4332  1.73
C -5.3284 2.6943 2.8452  -1.77
C -7.0985 2.3089 1.1185  -1.76
C -4.7948 3.0158 0.4253  -1.11
H -5.9808 -2.7016 3.8605  0.48
H -5.0242 -1.2742 3.3988  0.26
H -4.3428 -2.9085 3.2041  0.11
H -7.9095 -2.2761 2.3054  0.59
H -7.5881 -1.6202 0.6884  0.12
H -7.1488 -0.6803 2.1223  0.13
H -6.5887 -4.3815 1.9117  0.42
H -4.9556 -4.2580 1.2157  0.11
H -6.3692 -3.8210 0.2392  0.31
H -8.2829 -0.3388 -1.9817  0.32
H -7.6376 -1.9665 -1.6820  0.28
H -7.8401 -1.3919 -3.3455  0.45
H -6.7776 1.4117 -3.0341  0.30
H -6.1870 0.3117 -4.3021  0.48
H -5.0357 1.0874 -3.1860  0.11
H -5.2202 -2.4455 -1.9442  0.11
H -4.1276 -1.2267 -2.6263  0.16
H -5.3577 -1.9955 -3.6599  0.56
H -5.8328 2.0458 3.5660  0.35
H -5.6903 3.7185 2.9796  0.42
H -4.2534 2.6693 3.0475  0.24
H -7.6845 1.7790 1.8762  0.39
H -7.3071 1.8645 0.1432  0.06
H -7.4109 3.3568 1.1087  0.49
H -3.7245 2.8816 0.6101  -0.10
H -5.0468 4.0769 0.5079  0.62
H -5.0026 2.6825 -0.5982  0.15
C -2.2212 -4.4625 -0.1082  -1.37
As -0.4851 -3.6197 -0.4340  0.60
C -0.3585 -4.0395 -2.3365  -1.31
C 0.7373 -5.0270 0.2524  -1.40
C 0.2443 -6.4329 0.1012  0.32
C 0.5402 -7.1811 -1.0377  -0.22
C 0.0614 -8.4775 -1.1877  -0.69
C -0.7215 -9.0530 -0.1955  -0.47
C -1.0196 -8.3206 0.9493  -0.73
C -0.5409 -7.0257 1.0927  -0.09
H -2.2870 -5.4308 -0.6060  0.53
H -2.9930 -3.7898 -0.4843  0.25
H -2.3764 -4.5988 0.9615  0.35
H -0.4988 -5.1079 -2.5096  0.46
H 0.6142 -3.7305 -2.7179  0.34
H -1.1330 -3.4859 -2.8669  0.37
H 0.9289 -4.7797 1.2941  0.42
H 1.6713 -4.8712 -0.2892  0.54
H 1.1626 -6.7438 -1.8117  0.43
H 0.3043 -9.0422 -2.0813  0.38
H -1.0897 -10.0661 -0.3079  0.38
H -1.6267 -8.7612 1.7307  0.39
H -0.7734 -6.4596 1.9897  0.36

## Properties
2S+1: 1
net charge: 0
highest occupied orbital energy: -0.243 Ha
relative energy (zero: lowest compared OMol25 entry of this formula, charge and spin): 136.60 kJ/mol
strongest force on any atom: 0.88 eV/A